No. 1
{"formula": "C7H10N2", "method": "the ωB97M-V functional and the def2-TZVPD basis", "elements": ["C", "C", "C", "C", "C", "C", "C", "N", "N", "H", "H", "H", "H", "H", "H", "H", "H", "H", "H"], "coordinates": [[0.236, -1.634, -0.863], [-0.189, 1.417, -1.609], [1.378, 0.658, 0.258], [0.473, 1.690, -0.230], [-0.994, 1.200, -0.368], [-0.188, -0.907, 0.345], [-0.236, -1.838, 1.516], [0.730, -2.198, -1.710], [-1.224, -0.056, 0.175], [-0.455, 2.265, -2.398], [0.362, 0.621, -2.139], [1.885, 0.092, -0.520], [1.935, 0.717, 1.194], [0.440, 2.585, 0.289], [-1.778, 1.833, -0.193], [0.746, -2.057, 1.777], [-0.580, -2.848, 1.035], [-0.861, -1.626, 2.431], [-1.682, 0.086, 1.010]], "forces_ev_per_angstrom": [[-0.7, 1.7, 2.5], [0.6, 1.9, -1.3], [-1.3, -2.1, -0.6], [-0.2, -1.3, -0.5], [1.9, -1.5, -2.1], [2.4, 0.8, -0.6], [-2.1, -2.4, -0.9], [0.9, -1.3, -2.0], [-1.0, -0.1, -1.2], [0.4, -1.7, 2.2], [-0.8, 0.1, 0.5], [0.4, 0.3, 0.2], [-0.4, 0.3, -0.2], [0.3, 2.0, 0.4], [-1.7, 1.8, 0.3], [1.7, -0.3, 0.9], [0.1, 1.5, 1.3], [0.6, 0.3, -1.3], [-1.4, 0.0, 2.2]], "mol_weight_g_mol": 122.171, "relative_energy_kcal_mol": 96.8, "orbital_gap_ev": 9.18, "homo_energy_ev": -8.400, "fmax_ha_per_bohr": 0.0652, "e_tot_ha": -382.09796, "total_charge": 0}

---

No. 2
{"formula": "C7H10N2O", "method": "the ωB97M-V functional and the def2-TZVPD basis", "elements": ["C", "C", "C", "N", "N", "C", "O", "C", "C", "C", "H", "H", "H", "H", "H", "H", "H", "H", "H", "H"], "coordinates": [[1.612, -0.393, 1.272], [0.954, -0.748, 0.144], [1.393, -2.041, -0.639], [-0.264, -0.140, -0.270], [-1.390, -0.914, 0.022], [-2.477, -0.161, 0.263], [-3.559, -0.658, 0.399], [-1.997, 1.153, 0.067], [-0.615, 1.211, -0.152], [0.273, 2.295, -0.521], [1.268, 0.493, 1.796], [2.495, -0.901, 1.609], [0.678, -2.791, -0.814], [2.279, -2.508, -0.028], [1.849, -1.737, -1.593], [-1.211, -1.863, 0.142], [-2.646, 2.064, 0.297], [-0.112, 3.186, -0.063], [0.262, 2.451, -1.638], [1.210, 2.001, -0.292]], "forces_ev_per_angstrom": [[-1.2, 0.6, -1.5], [0.9, -1.9, 0.9], [3.1, 1.8, 1.6], [1.1, 0.4, 0.0], [2.4, 0.9, -0.7], [0.3, -0.4, -1.0], [-2.3, -0.3, 0.9], [0.6, 4.6, 1.1], [-3.9, -3.2, -0.1], [-2.5, 0.7, -2.2], [0.1, -0.2, 0.2], [0.2, -0.1, 0.0], [-1.2, -0.7, -0.1], [-1.8, 0.7, -1.1], [-0.4, -0.1, 0.1], [-0.2, -1.6, 0.3], [1.0, -1.4, -0.7], [0.4, 0.6, 0.3], [-0.2, -0.2, 1.0], [3.4, -0.2, 1.1]], "mol_weight_g_mol": 138.170, "relative_energy_kcal_mol": 66.9, "orbital_gap_ev": 8.85, "homo_energy_ev": -8.191, "fmax_ha_per_bohr": 0.0974, "smiles": "C=C(C)n1[nH]c(=O)cc1C", "e_tot_ha": -457.40222, "total_charge": 0}

---

No. 3
{"formula": "C7H10N2O", "method": "the ωB97M-V functional and the def2-TZVPD basis", "elements": ["C", "C", "C", "N", "C", "C", "N", "C", "C", "H", "H", "H", "H", "H", "H", "H", "H", "O", "H", "H"], "coordinates": [[0.996, -2.605, -1.105], [0.425, -1.978, -0.243], [-0.259, -1.205, 0.808], [-1.630, -1.653, 0.967], [-0.077, 0.306, 0.574], [-0.650, 0.829, -0.652], [-1.337, 1.223, -1.509], [-0.095, 1.206, 1.796], [1.193, 0.954, 1.089], [1.541, -3.212, -1.807], [0.265, -1.418, 1.754], [-2.075, -1.158, 1.735], [-2.178, -1.483, 0.127], [-0.550, 2.190, 1.689], [-0.279, 0.706, 2.748], [1.917, 0.274, 1.540], [1.624, 1.764, 0.502], [0.629, 2.043, -3.454], [-0.365, 2.068, -3.329], [0.905, 1.148, -3.228]], "forces_ev_per_angstrom": [[-0.3, 0.4, 0.7], [0.5, -0.6, -0.8], [0.2, 0.1, 0.1], [-0.2, 0.1, 0.0], [0.5, 0.1, -0.1], [-2.0, 0.5, -0.8], [1.4, -0.7, 1.3], [-0.3, 0.1, 0.0], [0.3, -0.1, -0.1], [-0.3, 0.3, 0.2], [-0.1, 0.1, -0.2], [0.1, -0.1, -0.1], [0.1, 0.0, 0.1], [0.1, -0.3, 0.1], [0.1, 0.2, -0.3], [-0.2, 0.2, -0.1], [-0.1, -0.3, 0.1], [-1.4, 0.3, -0.1], [1.8, -0.3, 0.0], [-0.3, 0.1, 0.0]], "mol_weight_g_mol": 138.170, "relative_energy_kcal_mol": 84.7, "orbital_gap_ev": 10.78, "homo_energy_ev": -10.099, "fmax_ha_per_bohr": 0.0422, "smiles": "C#C[C@H](N)C1(C#N)CC1.O", "e_tot_ha": -457.37381, "total_charge": 0}

---

No. 4
{"formula": "C7H10N2O", "method": "the ωB97M-V functional and the def2-TZVPD basis", "elements": ["C", "C", "C", "C", "C", "C", "C", "N", "N", "O", "H", "H", "H", "H", "H", "H", "H", "H", "H", "H"], "coordinates": [[2.675, -1.034, 0.527], [1.541, -1.097, -0.276], [1.035, -0.692, 1.854], [-0.730, -0.073, -1.983], [-1.474, -0.299, -0.659], [-1.069, 2.304, 0.457], [-0.883, -0.638, 0.447], [2.312, -0.763, 1.888], [0.456, -0.805, 0.612], [-1.401, 2.746, -0.609], [3.737, -1.194, 0.182], [1.230, -1.300, -1.238], [0.605, -0.532, 2.815], [-1.433, 0.741, -2.366], [-0.841, -0.911, -2.528], [-2.508, -0.260, -0.461], [-1.824, 1.554, 1.003], [-0.171, 2.511, 0.976], [-1.494, -0.734, 1.249], [0.238, 0.474, -1.890]], "forces_ev_per_angstrom": [[-0.2, -0.2, -0.4], [-0.1, 1.0, 3.8], [0.0, 0.4, 0.2], [-2.7, 5.4, 2.6], [1.6, -0.8, -1.2], [-0.7, -3.2, 5.8], [0.8, -0.3, -1.8], [1.8, -0.8, -2.7], [2.9, -0.7, 1.6], [-1.6, 2.2, -5.1], [-1.5, 0.2, 0.7], [0.4, -0.4, -1.9], [-1.4, 0.2, 0.1], [1.1, -1.0, -0.5], [0.4, -2.7, -2.3], [-1.3, 0.4, -1.1], [1.4, 1.7, -1.0], [1.0, 0.3, 0.5], [-1.2, -0.5, 2.9], [-0.6, -1.1, 0.0]], "mol_weight_g_mol": 138.170, "relative_energy_kcal_mol": 35.3, "orbital_gap_ev": [7.30, 6.30], "homo_energy_ev": [-6.462, -8.766], "fmax_ha_per_bohr": 0.1307, "e_tot_ha": -457.23444, "total_charge": 0, "multiplicity": 3}

---

No. 5
{"formula": "C7H10N2O", "method": "the ωB97M-V functional and the def2-TZVPD basis", "elements": ["C", "C", "C", "C", "C", "C", "C", "N", "N", "O", "H", "H", "H", "H", "H", "H", "H", "H", "H", "H"], "coordinates": [[-0.009, 1.572, -2.222], [-1.432, -1.459, -2.278], [0.703, 0.150, 1.517], [-0.165, -0.783, 0.672], [-0.127, 1.537, -0.921], [0.774, -0.211, 2.981], [0.175, -0.715, -0.630], [-0.371, -1.496, -1.575], [-0.411, 1.894, 0.240], [0.032, 1.423, 1.461], [-0.536, 1.006, -2.940], [0.803, 2.184, -2.692], [-1.716, -2.375, -2.763], [-2.239, -0.717, -2.160], [1.622, 0.304, 0.997], [-1.131, -1.200, 1.032], [1.580, 0.562, 3.430], [-0.133, -0.219, 3.566], [1.380, -1.085, 3.060], [1.201, -0.371, -0.777]], "forces_ev_per_angstrom": [[1.7, 1.5, -0.5], [-3.8, -0.8, -2.5], [-2.9, -0.8, -0.3], [-0.4, 0.8, 2.5], [-0.4, 1.2, 1.2], [3.6, 2.6, 0.4], [1.3, -4.3, -1.8], [3.1, 2.9, 2.6], [0.1, 0.5, -0.7], [-0.5, 0.6, -0.3], [-0.8, -0.9, -0.2], [-0.7, -0.4, 0.8], [-0.2, -0.2, -0.2], [0.6, -0.1, 0.2], [1.1, -0.3, 0.1], [0.9, 0.3, -0.2], [-2.2, -1.3, -0.6], [-0.2, 0.0, -0.2], [-0.1, -1.2, 0.2], [-0.1, -0.1, -0.5]], "mol_weight_g_mol": 138.170, "relative_energy_kcal_mol": 96.4, "orbital_gap_ev": [6.12, 6.86], "homo_energy_ev": [-5.463, -8.993], "fmax_ha_per_bohr": 0.0962, "e_tot_ha": -457.13700, "total_charge": 0, "multiplicity": 3}

---

No. 6
{"formula": "C7H10N2O2", "method": "the ωB97M-V functional and the def2-TZVPD basis", "elements": ["C", "C", "C", "N", "C", "C", "C", "C", "N", "O", "O", "H", "H", "H", "H", "H", "H", "H", "H", "H", "H"], "coordinates": [[-1.294, -1.220, -1.382], [-1.616, -0.228, -0.600], [-0.660, 0.896, -0.290], [-1.043, 2.251, -0.131], [0.588, 0.521, -0.202], [1.955, 1.033, 0.105], [1.751, -0.390, -0.074], [1.806, -1.386, 1.010], [-2.681, -0.328, 0.286], [-3.067, -1.373, 0.834], [-3.230, 0.756, 0.482], [-2.006, -2.043, -1.492], [-0.445, -0.939, -1.944], [-0.241, 2.751, 0.184], [-1.939, 2.556, 0.121], [2.529, 1.584, -0.800], [2.201, 1.516, 1.065], [2.131, -0.964, -0.926], [1.136, -1.240, 1.864], [2.812, -1.521, 1.283], [1.313, -2.233, 0.607]], "forces_ev_per_angstrom": [[-1.4, -0.2, -0.5], [2.1, 0.7, 0.8], [-1.7, 0.4, -0.1], [1.7, -1.7, -1.1], [2.6, 0.3, 0.3], [1.4, 3.5, -2.1], [-1.2, -1.6, -0.7], [-1.9, 0.2, 1.0], [-3.6, 0.0, 2.3], [1.1, 1.1, -1.3], [-0.2, -0.4, 0.2], [0.9, 0.0, -0.1], [0.7, -0.8, -1.1], [0.0, 0.7, 0.3], [-1.1, -0.1, 0.4], [-1.4, -1.2, 2.1], [-0.2, -0.6, -0.3], [0.0, 1.1, -0.5], [0.5, 0.8, 0.2], [1.2, -0.7, 0.6], [0.3, -1.5, -0.5]], "mol_weight_g_mol": 154.169, "relative_energy_kcal_mol": 162.2, "orbital_gap_ev": 7.80, "homo_energy_ev": -8.347, "fmax_ha_per_bohr": 0.0835, "smiles": "C=C(/C(N)=C1/C[C@H]1C)[N+](=O)[O-]", "e_tot_ha": -532.49854, "total_charge": 0}

---

No. 7
{"formula": "C7H10N2O2Os", "method": "the ωB97M-V functional and the def2-TZVPD basis", "elements": ["C", "C", "C", "C", "C", "Os", "N", "C", "C", "H", "H", "H", "H", "H", "H", "H", "H", "H", "H", "O", "N", "O"], "coordinates": [[-1.912, -0.720, -0.231], [-1.767, 0.664, 0.133], [-1.180, 0.732, 1.431], [-0.949, -0.584, 1.885], [-1.385, -1.492, 0.874], [0.224, -0.435, -0.371], [0.685, -2.253, -0.429], [0.936, 0.553, -2.058], [0.428, 1.612, -1.319], [-0.981, 1.646, 1.993], [-2.167, 1.508, -0.420], [-0.569, -0.867, 2.866], [-1.431, -2.574, 0.978], [-2.441, -1.104, -1.101], [-0.527, 2.053, -1.581], [2.008, 0.357, -2.084], [1.610, -1.996, -0.892], [1.090, 2.302, -0.806], [0.313, 0.048, -2.795], [3.623, 0.283, 1.804], [2.840, 0.194, 0.883], [1.551, 0.073, 1.242]], "forces_ev_per_angstrom": [[-1.1, -0.3, 0.8], [-0.3, -0.3, -0.4], [0.1, -0.6, 0.9], [-0.9, 0.7, 0.6], [-0.7, 0.3, -0.3], [-1.7, 0.6, 2.9], [1.7, -0.5, -1.8], [1.3, 0.4, -1.7], [0.3, 0.6, -1.2], [0.2, -0.4, -0.3], [0.1, -0.3, 0.1], [0.2, 0.1, -0.5], [0.3, 0.5, -0.3], [0.2, 0.1, 0.3], [0.1, -0.3, 0.0], [-0.1, 0.2, -0.2], [-0.2, -0.7, 0.6], [0.1, -0.4, 0.4], [0.2, 0.3, -0.3], [-1.4, -0.1, -1.0], [0.3, -0.1, 0.7], [1.8, 0.4, 0.6]], "mol_weight_g_mol": 344.399, "relative_energy_kcal_mol": 0.0, "orbital_gap_ev": [5.83, 6.51], "homo_energy_ev": [-6.748, -8.609], "fmax_ha_per_bohr": 0.0667, "e_tot_ha": -623.03119, "total_charge": 0, "multiplicity": 5}

---

No. 8
{"formula": "C7H10N2O3S", "method": "the ωB97M-V functional and the def2-TZVPD basis", "elements": ["C", "O", "C", "C", "N", "C", "C", "C", "C", "S", "N", "O", "O", "H", "H", "H", "H", "H", "H", "H", "H", "H", "H"], "coordinates": [[3.495, 0.512, 0.261], [2.306, 0.352, -0.591], [1.128, 0.496, 0.069], [0.052, -0.288, -1.018], [0.399, -1.632, -1.290], [-1.385, -0.295, -0.458], [-2.010, -1.288, 0.277], [-3.305, -0.932, 0.695], [-3.656, 0.287, 0.143], [-2.367, 1.122, -0.567], [0.577, 1.834, 0.362], [0.370, 1.951, 1.509], [0.366, 2.619, -0.512], [3.993, 1.528, 0.226], [4.183, -0.356, -0.066], [3.246, 0.351, 1.299], [1.169, -0.079, 1.053], [0.108, 0.404, -1.873], [1.390, -1.664, -1.085], [-0.040, -2.224, -0.553], [-1.492, -2.189, 0.515], [-3.956, -1.360, 1.467], [-4.570, 0.852, 0.139]], "forces_ev_per_angstrom": [[0.9, -0.8, -1.1], [1.7, 1.4, 0.6], [-1.6, -4.4, -1.2], [-1.3, 2.2, 2.1], [0.6, -0.8, 1.2], [0.9, 0.6, 0.2], [0.8, 1.0, -0.4], [-1.1, 1.3, -0.1], [-0.1, 0.2, 0.8], [0.2, -1.2, -0.9], [1.7, -1.5, -1.5], [-1.3, 1.5, 3.7], [-0.2, 1.0, -1.2], [-0.7, -1.2, -0.5], [-0.8, 1.7, 0.5], [-0.3, -0.2, 0.4], [-0.4, 1.0, -1.1], [0.1, -0.5, 0.0], [0.5, -0.6, -0.5], [0.6, 0.5, -1.0], [-0.1, -0.6, 0.3], [0.4, -0.5, -0.8], [-0.4, -0.2, 0.6]], "mol_weight_g_mol": 202.235, "relative_energy_kcal_mol": 103.7, "orbital_gap_ev": 9.18, "homo_energy_ev": -8.693, "fmax_ha_per_bohr": 0.0942, "smiles": "CO[C@H]([C@@H](N)c1cccs1)[N+](=O)[O-]", "e_tot_ha": -1005.98576, "total_charge": 0}

---

No. 9
{"formula": "C7H10N2O3S", "method": "the ωB97M-V functional and the def2-TZVPD basis", "elements": ["C", "C", "C", "C", "C", "C", "C", "N", "N", "O", "O", "O", "S", "H", "H", "H", "H", "H", "H", "H", "H", "H", "H"], "coordinates": [[2.142, 1.001, 2.420], [1.440, 0.981, 1.353], [-0.325, -0.715, 0.941], [-2.461, -0.037, 0.048], [-3.815, -0.510, 0.084], [2.904, 0.569, -0.673], [1.890, 1.527, 0.026], [0.167, 0.402, 1.202], [-0.516, -3.203, 0.117], [-2.000, 0.952, -0.407], [-0.166, -4.556, 0.314], [-1.639, -0.912, 0.768], [0.612, -2.237, 0.827], [2.983, 1.547, 2.749], [-4.420, -0.066, -0.677], [-4.150, -0.282, 1.072], [-3.876, -1.653, -0.103], [3.048, 0.922, -1.604], [2.497, -0.397, -0.803], [3.702, 0.717, -0.050], [0.923, 1.801, -0.525], [2.517, 2.366, 0.289], [-0.889, -4.790, 0.889]], "forces_ev_per_angstrom": [[0.4, -0.1, 1.7], [-1.6, -1.6, -2.2], [1.2, 1.1, 0.0], [2.6, 0.5, 0.4], [-1.1, -3.0, -0.8], [-3.6, 0.6, 1.7], [-0.6, 0.2, -0.4], [-0.8, -0.2, 0.6], [-0.5, -0.2, -0.3], [-0.4, 0.6, -0.8], [0.6, 0.9, -0.1], [-1.0, -0.8, 0.2], [0.6, 0.0, 0.2], [0.7, 0.3, 0.3], [-0.3, 0.6, -0.2], [-0.7, 0.0, 0.7], [0.3, 1.9, 0.6], [1.0, 1.4, -3.2], [0.0, -1.3, 0.4], [2.5, -0.7, 1.1], [1.7, -0.2, 0.4], [-0.3, 0.9, -0.4], [-0.6, -0.8, 0.3]], "mol_weight_g_mol": 202.235, "relative_energy_kcal_mol": 163.8, "orbital_gap_ev": [8.33, 8.29], "homo_energy_ev": [-8.551, -8.951], "fmax_ha_per_bohr": 0.0786, "e_tot_ha": -1005.88995, "total_charge": 0}

---

No. 10
{"formula": "C7H10N2S", "method": "the ωB97M-V functional and the def2-TZVPD basis", "elements": ["C", "C", "C", "N", "C", "S", "C", "C", "N", "C", "H", "H", "H", "H", "H", "H", "H", "H", "H", "H"], "coordinates": [[1.533, 1.890, 1.439], [1.467, 1.103, 0.373], [2.306, 1.102, -0.915], [0.407, 0.104, 0.421], [-0.776, 0.303, 0.092], [-1.499, 1.770, -0.653], [-3.117, 0.933, -0.562], [-2.976, -0.334, -0.047], [-1.684, -0.685, 0.179], [-1.226, -1.946, 0.851], [0.857, 1.838, 2.170], [2.295, 2.643, 1.525], [2.133, 0.300, -1.601], [2.004, 1.945, -1.496], [3.383, 1.312, -0.763], [-3.903, 1.415, -1.141], [-3.862, -0.858, 0.161], [-1.415, -1.929, 1.911], [-1.754, -2.702, 0.321], [-0.183, -2.048, 0.637]], "forces_ev_per_angstrom": [[3.1, 0.7, -3.0], [-1.6, -1.4, -0.6], [0.4, 1.1, 1.2], [2.9, 0.5, 0.2], [0.4, 1.8, -1.2], [-1.1, -1.3, 0.4], [1.5, -0.3, -0.2], [-0.6, 3.6, -1.7], [-0.1, -2.3, 1.8], [-1.0, 1.3, -1.2], [-2.5, -0.4, 2.8], [0.3, 0.2, 0.0], [0.0, -1.0, 0.2], [-0.5, 0.9, -0.4], [-0.5, -0.6, 0.2], [-0.1, -0.4, 0.8], [-0.4, -1.5, 0.2], [-0.1, 0.0, 0.4], [-0.5, -1.0, 0.1], [0.5, 0.0, 0.1]], "mol_weight_g_mol": 154.238, "relative_energy_kcal_mol": 28.6, "orbital_gap_ev": 8.41, "homo_energy_ev": -7.586, "fmax_ha_per_bohr": 0.0841, "smiles": "C=C(C)/N=c1\\sccn1C", "e_tot_ha": -780.35980, "total_charge": 0}